# 1
{
  "formula": "C3H2CaLiO3",
  "method": "ωB97M-V/def2-TZVPD",
  "spin_multiplicity": 2,
  "homo_ev": [-4.09, -4.31],
  "energy_ev": -27925.6566,
  "elements": ["Ca", "O", "O", "O", "C", "C", "C", "Li", "H", "H"],
  "coordinates": [[0.624190, 0.127993, -0.396146], [-0.769703, -1.296282, 0.031881], [3.603910, 0.913668, 0.622139], [-0.942034, 1.422013, -0.564181], [-1.815254, -0.676483, 0.245387], [2.910222, 0.147255, -0.027834], [-1.907814, 0.831917, -0.075997], [3.896865, -1.651087, -0.660541], [-2.730648, -1.101601, 0.657115], [-2.869734, 1.282610, 0.168181]],
  "forces_ev_per_angstrom": [[-0.21, 0.35, -0.15], [4.27, -4.38, -1.10], [-1.51, -1.93, -1.59], [3.51, 3.88, -2.84], [-5.36, 8.36, 0.14], [3.43, 1.82, 1.86], [-4.11, -8.13, 3.57], [0.03, 0.02, 0.06], [0.01, -0.34, 0.10], [-0.06, 0.34, -0.06]],
  "lowdin_charge": [1.355, -0.393, -0.149, -0.379, -0.432, -0.404, -0.426, 0.709, 0.058, 0.060]
}

# 2
{
  "formula": "ClH16O8",
  "method": "ωB97M-V/def2-TZVPD",
  "homo_ev": -6.95,
  "total_charge": -1,
  "energy_ev": -29166.3812,
  "elements": ["Cl", "O", "O", "O", "O", "O", "O", "O", "O", "H", "H", "H", "H", "H", "H", "H", "H", "H", "H", "H", "H", "H", "H", "H", "H"],
  "coordinates": [[0.216764, 0.031425, 0.080188], [-2.572177, 1.032306, -1.903118], [2.912077, 1.095063, 1.602264], [0.826840, -1.320371, 3.222355], [-2.180657, -2.407151, -1.052979], [-0.945721, 3.346215, 1.540458], [-2.964419, 0.034535, 1.085112], [3.634017, -0.894712, -0.991957], [1.304412, -0.990676, -3.017508], [1.527666, -1.927515, -3.036272], [-0.874753, 4.025494, 0.862749], [-0.867500, 2.512819, 1.053130], [-2.023635, 0.083774, 0.832942], [-1.897038, 0.665910, -1.308163], [3.776692, -0.864452, -0.040989], [-2.389193, 0.626096, -2.756319], [0.787609, -0.626898, 3.889053], [-3.437720, 0.452232, 0.354293], [2.220832, 1.104809, 0.913784], [-2.094660, -2.050546, -1.941969], [2.692501, -0.681805, -1.098577], [2.850693, 0.209570, 1.977748], [-1.847818, -1.697991, -0.473918], [0.543805, -0.880501, 2.404093], [0.801385, -0.877632, -2.196395]],
  "forces_ev_per_angstrom": [[-0.31, 0.01, -0.16], [0.00, -0.12, 0.10], [0.04, -0.03, -0.22], [0.10, 0.16, -0.01], [0.09, 0.19, 0.08], [-0.05, -0.01, -0.14], [0.14, 0.06, -0.16], [-0.18, -0.13, -0.01], [-0.18, -0.12, -0.02], [0.03, 0.08, 0.06], [0.02, -0.08, 0.01], [0.10, 0.00, 0.12], [-0.15, 0.04, 0.21], [0.18, 0.16, -0.17], [-0.03, 0.15, -0.02], [0.04, 0.05, 0.07], [-0.03, -0.01, -0.08], [0.10, -0.08, 0.05], [0.11, -0.10, 0.35], [0.04, 0.02, 0.06], [0.29, 0.01, -0.02], [-0.20, 0.06, 0.05], [-0.08, -0.34, -0.16], [-0.03, -0.09, -0.09], [-0.03, 0.12, 0.11]],
  "lowdin_charge": [-0.010, -0.082, -0.112, -0.094, -0.085, -0.078, -0.100, -0.086, -0.093, 0.037, 0.026, -0.019, -0.099, -0.057, 0.012, 0.032, 0.029, 0.020, -0.065, 0.016, -0.034, 0.005, -0.034, -0.062, -0.069]
}

Energy above the lowest of the compared OMol25 structures with the same formula, charge and spin, respectively: 0.346 0.323 eV.